Below is a 11-piece molecular cluster, C41H85N3O21S6 overall in a non-equilibrium geometry, with properties calculated with ωB97M-V/def2-TZVPD.

The SMILES is O=S1(=O)CCCC1.O=S1(=O)CCCC1.O=S1(=O)CCCC1.O=S1(=O)CCCC1.O=S1(=O)CCCC1.O=S1(=O)CCCC1.CCOC(=O)OC.CCOC(=O)OC.CNC(C)=O.CNC(C)=O.CNC(C)=O. As for the electronic energy: -156365.991 eV. Its highest occupied orbital energy is -9.42 eV. As for the LUMO energy: 0.08 eV. The orbital gap comes out at 9.5 eV.

Each line ends with the Mulliken charge.
Cartesian coordinates (Å):
1 O 16.97 2.65 14.60  -0.6754
2 S 18.01 2.91 15.60  1.0845
3 O 19.41 2.49 15.38  -0.6386
4 C 18.04 4.62 16.16  -0.4831
5 C 17.96 4.56 17.66  -0.6684
6 C 18.17 3.15 18.16  -0.6442
7 C 17.47 2.23 17.16  -0.7064
8 H 17.17 5.15 15.77  0.3123
9 H 18.97 5.05 15.79  0.3671
10 H 18.51 5.34 18.19  0.3419
11 H 16.94 4.70 18.04  0.2796
12 H 17.77 2.97 19.16  0.3478
13 H 19.22 2.94 17.95  0.3358
14 H 16.39 2.30 17.16  0.3351
15 H 17.60 1.15 17.25  0.4119
16 O 15.43 11.50 14.20  -0.6444
17 S 14.34 12.38 14.63  1.0631
18 O 13.55 12.20 15.83  -0.6267
19 C 15.08 14.04 14.79  -0.6152
20 C 14.43 14.85 13.65  -0.6558
21 C 12.94 14.43 13.52  -0.5166
22 C 13.09 12.88 13.28  -0.7489
23 H 16.15 13.91 14.62  0.3265
24 H 15.06 14.49 15.78  0.3769
25 H 14.59 15.90 13.90  0.3278
26 H 14.92 14.71 12.68  0.3184
27 H 12.45 14.89 12.66  0.3347
28 H 12.36 14.80 14.36  0.2878
29 H 13.57 12.56 12.35  0.3608
30 H 12.19 12.27 13.36  0.4115
31 O 2.49 7.82 2.38  -0.6088
32 S 1.83 6.56 2.60  1.0447
33 O 1.09 5.83 1.56  -0.6420
34 C 3.13 5.38 3.20  -0.7035
35 C 2.65 4.74 4.51  -0.5746
36 C 1.78 5.85 5.13  -0.6314
37 C 0.79 6.45 4.12  -0.6076
38 H 3.98 5.88 3.66  0.3222
39 H 3.54 4.79 2.39  0.4323
40 H 2.04 3.89 4.20  0.2790
41 H 3.44 4.36 5.15  0.3459
42 H 2.36 6.66 5.57  0.3200
43 H 1.12 5.49 5.92  0.3210
44 H 0.55 7.50 4.29  0.3405
45 H -0.13 5.87 4.02  0.3623
46 O 8.75 0.18 3.37  -0.6425
47 S 7.70 -0.90 3.63  1.0039
48 O 6.66 -0.79 4.71  -0.6416
49 C 6.88 -1.56 2.23  -0.6471
50 C 6.70 -3.06 2.45  -0.5493
51 C 7.75 -3.63 3.44  -0.5382
52 C 8.70 -2.47 3.86  -0.7441
53 H 7.62 -1.42 1.44  0.3072
54 H 6.01 -0.92 2.11  0.4519
55 H 5.71 -3.24 2.89  0.2345
56 H 6.72 -3.64 1.53  0.3762
57 H 8.19 -4.47 2.90  0.3098
58 H 7.31 -4.14 4.29  0.2906
59 H 9.46 -2.33 3.09  0.3117
60 H 9.20 -2.37 4.82  0.4765
61 O 8.14 11.14 0.40  -0.6313
62 S 8.27 11.30 -1.06  1.0220
63 O 8.75 10.37 -1.98  -0.5763
64 C 6.73 12.17 -1.75  -0.7366
65 C 7.38 13.06 -2.81  -0.5916
66 C 8.44 13.96 -2.13  -0.5212
67 C 9.26 12.92 -1.32  -0.6749
68 H 6.16 12.62 -0.94  0.3446
69 H 6.10 11.36 -2.13  0.3790
70 H 7.81 12.38 -3.55  0.3318
71 H 6.55 13.61 -3.25  0.3407
72 H 7.96 14.52 -1.33  0.2988
73 H 9.03 14.53 -2.84  0.2987
74 H 9.24 13.36 -0.33  0.3043
75 H 10.32 12.82 -1.56  0.4116
76 O 15.04 8.79 0.26  -0.6078
77 S 15.39 7.63 1.05  0.9824
78 O 16.21 7.84 2.23  -0.6407
79 C 13.77 6.73 1.52  -0.6865
80 C 13.52 5.70 0.39  -0.5447
81 C 14.84 5.58 -0.52  -0.5474
82 C 16.07 6.24 0.05  -0.6500
83 H 12.96 7.39 1.83  0.4442
84 H 14.14 6.31 2.46  0.3249
85 H 13.26 4.76 0.87  0.2671
86 H 12.69 6.02 -0.25  0.2946
87 H 14.39 6.17 -1.32  0.2708
88 H 15.11 4.54 -0.71  0.3376
89 H 16.91 6.65 -0.51  0.4268
90 H 16.59 5.52 0.68  0.3287
91 C 16.72 -3.79 3.73  -1.2016
92 C 16.54 -2.29 3.47  -0.1615
93 O 16.19 -1.56 4.61  -0.2298
94 C 16.23 -0.20 4.55  0.6805
95 O 16.44 0.44 3.50  -0.5778
96 O 15.97 0.40 5.76  -0.2911
97 C 16.47 1.75 6.07  -0.5808
98 H 17.60 -4.10 4.29  0.3090
99 H 16.57 -4.38 2.83  0.3506
100 H 15.91 -4.15 4.37  0.3305
101 H 15.79 -2.25 2.68  0.2639
102 H 17.42 -1.87 2.97  0.3331
103 H 17.51 1.84 5.77  0.2821
104 H 16.40 1.94 7.14  0.2203
105 H 15.72 2.37 5.57  0.2722
106 C 6.56 7.71 15.43  -1.1006
107 C 5.66 7.79 16.66  -0.3116
108 O 6.58 7.74 17.84  -0.2482
109 C 6.09 7.75 19.02  0.7794
110 O 4.94 7.97 19.41  -0.6190
111 O 7.11 7.37 19.72  -0.3080
112 C 7.37 7.81 21.08  -0.6567
113 H 7.36 6.98 15.57  0.2994
114 H 7.05 8.69 15.36  0.2831
115 H 6.08 7.40 14.51  0.3763
116 H 5.08 6.86 16.66  0.2746
117 H 4.80 8.46 16.69  0.3853
118 H 7.85 6.93 21.51  0.2302
119 H 6.49 8.06 21.68  0.3299
120 H 7.98 8.70 21.21  0.2862
121 C 9.05 -3.95 11.07  -0.9095
122 N 9.99 -2.90 10.93  -0.1833
123 C 11.11 -3.03 10.27  0.7347
124 C 11.88 -1.72 10.09  -1.0394
125 O 11.53 -4.06 9.86  -0.6142
126 H 8.59 -3.86 12.06  0.3247
127 H 9.48 -4.94 10.89  0.3147
128 H 8.19 -3.65 10.48  0.3026
129 H 10.00 -2.04 11.46  0.2038
130 H 11.52 -1.19 9.21  0.2502
131 H 12.96 -1.68 10.26  0.3188
132 H 11.48 -1.04 10.85  0.2974
133 C 7.81 14.74 5.18  -0.9073
134 N 9.03 14.10 5.04  -0.1556
135 C 10.11 14.41 5.78  0.6872
136 C 11.32 13.43 5.77  -0.9041
137 O 10.16 15.45 6.48  -0.6367
138 H 7.55 14.96 6.22  0.3104
139 H 7.17 13.90 4.89  0.3641
140 H 7.64 15.58 4.52  0.2459
141 H 9.07 13.28 4.44  0.2293
142 H 11.09 12.76 4.95  0.2511
143 H 11.71 12.98 6.68  0.2591
144 H 12.23 13.90 5.39  0.2573
145 C 9.79 6.76 7.06  -0.7930
146 N 10.40 5.75 7.92  -0.2013
147 C 11.04 6.03 9.06  0.6864
148 C 11.37 4.89 9.96  -1.0350
149 O 11.28 7.14 9.50  -0.6300
150 H 8.94 7.10 7.66  0.2846
151 H 9.39 6.29 6.16  0.3132
152 H 10.49 7.57 6.89  0.2529
153 H 10.18 4.80 7.67  0.2407
154 H 11.94 5.28 10.81  0.2873
155 H 12.09 4.25 9.45  0.3013
156 H 10.53 4.30 10.31  0.2930